# CH2F3P

The molecule CH2F3P (ωB97M-V with the def2-TZVPD basis set, the OMol25 dataset).

Each line ends with the Löwdin charge.
Cartesian coordinates (Å):
C (-0.12, -0.15, -0.43)  -0.1747
F (0.74, -2.67, -1.26)  -0.1271
F (-0.51, -3.12, 0.78)  -0.2239
F (-1.59, -2.24, -1.06)  -0.1475
P (-0.25, -1.87, -0.32)  0.6775
H (-0.92, 0.41, 0.24)  0.0606
H (0.81, 0.22, -0.22)  -0.0650

Results
Highest occupied orbital energy   -0.3622 hartree
SMILES   C=P(F)(F)F
LUMO   0.00079 Ha